(1)
{
  "formula": "C31H37BeN5",
  "method": "ωB97M-V/def2-TZVPD",
  "elements": ["H", "C", "C", "N", "H", "C", "C", "C", "H", "H", "H", "C", "C", "N", "C", "C", "N", "H", "H", "H", "H", "N", "C", "C", "H", "C", "H", "C", "H", "H", "H", "H", "C", "C", "H", "C", "C", "C", "H", "H", "H", "H", "H", "H", "H", "N", "C", "H", "H", "H", "H", "H", "H", "C", "C", "H", "C", "C", "H", "H", "C", "C", "H", "C", "C", "C", "H", "C", "Be", "C", "H", "C", "H", "H"],
  "xyz": [[0.95097, -4.83140, -1.71984], [-1.34031, 1.89686, -2.40104], [-2.27579, 2.17436, 2.41973], [-3.94407, 3.15479, -0.08048], [0.64579, 2.21111, 2.96118], [5.13406, -4.45860, 1.66176], [-1.69494, 0.89158, 2.13473], [4.45674, -2.36868, 0.44248], [0.77449, -2.13694, 3.43867], [3.12113, 0.49514, -0.42622], [4.85102, -5.51565, 1.70045], [-0.29798, -0.94617, 2.04416], [3.89809, -0.21716, -0.73197], [-0.23672, -0.22112, -2.10157], [2.96532, -4.25066, 0.39276], [0.78894, -4.19936, -0.83436], [-0.98577, 2.42457, -0.15247], [4.04442, -0.12840, -1.81776], [5.15998, -4.07561, 2.69180], [-0.15682, -0.55761, -4.22912], [5.39959, -1.91584, 0.75413], [1.40331, -1.42714, -1.48307], [-1.47106, -1.25134, 1.29167], [-1.52324, 4.55477, -3.04839], [1.62987, 0.74407, 3.11010], [1.30642, -1.54147, -2.88403], [-1.21567, -3.34401, 0.95515], [3.56260, -1.61472, -0.32326], [-1.75386, 5.59837, -3.26381], [-1.85225, 5.43564, 1.07103], [-0.00302, -3.48436, -1.07379], [-1.27158, 1.49056, -4.54675], [0.62135, 1.15377, 3.27276], [0.48229, -0.56961, -0.99298], [-1.47672, 3.01731, 1.84651], [-1.31285, 4.18688, -1.73492], [-3.39592, 4.24074, 0.23272], [-0.40692, 0.39327, 2.52293], [-3.75588, 1.03859, 0.15500], [0.42570, 1.13762, 4.35644], [-2.35324, 2.37866, 3.51370], [-1.45342, 4.89550, -0.76825], [-2.26676, 0.11700, -1.48437], [-1.45876, 3.94397, -5.11130], [-0.04221, 3.91824, 1.03451], [-1.20761, 2.89147, -1.43609], [0.28716, -0.76032, -3.27571], [-4.04240, 5.11586, 0.47199], [6.15367, -4.38553, 1.26234], [-1.94542, -2.46468, -0.41918], [1.96858, -2.16565, -3.44463], [-3.21952, 2.35457, 1.89245], [4.83687, 0.07417, -0.24915], [2.35091, -2.19854, -0.71469], [-1.34596, 2.25964, -3.76606], [0.42496, -4.86037, -0.03464], [2.05283, -3.53296, -0.39001], [-2.28763, -0.07133, 1.24526], [-4.43397, 0.08928, 1.47243], [-3.88301, -0.73811, -0.02032], [4.16797, -3.68275, 0.81371], [-1.05576, 3.48387, 0.81602], [0.75398, -2.78210, 1.77477], [-1.96286, 4.59618, 0.37560], [-1.43382, 3.60506, -4.07319], [0.81429, -1.86555, 2.37101], [1.78917, -1.39770, 2.16593], [-1.89521, -2.52998, 0.68197], [-0.72014, 0.77698, -0.02234], [-3.65551, 0.07277, 0.68562], [-2.90793, -2.79264, 1.03236], [-1.35022, 0.59670, -1.85397], [2.72269, -5.27431, 0.68362], [-4.65243, 3.14846, -0.83969]],
  "e_homo_ha": [0.0909, 0.0918],
  "gap_ev": [1.5, 1.5],
  "total_charge": -2
}

(2)
{
  "formula": "C31H37Cl3GeN3O2Os",
  "method": "ωB97M-V/def2-TZVPD",
  "elements": ["H", "O", "H", "N", "C", "H", "H", "H", "C", "H", "H", "Cl", "C", "Cl", "C", "H", "H", "C", "C", "C", "C", "C", "H", "H", "H", "C", "H", "H", "C", "C", "H", "H", "C", "C", "H", "H", "Ge", "C", "C", "C", "C", "H", "C", "C", "N", "H", "C", "C", "H", "H", "H", "N", "H", "H", "H", "C", "H", "H", "C", "C", "H", "H", "C", "C", "C", "C", "O", "H", "Os", "H", "H", "H", "H", "C", "C", "H", "H", "Cl"],
  "xyz": [[1.65700, 2.86989, -3.08359], [-3.23694, 0.09285, 2.39430], [-3.35723, -3.98734, 1.72838], [1.82919, 0.84902, 0.46147], [3.81687, -0.49422, -0.09949], [5.84028, -0.14682, 1.77323], [-0.80674, 0.01509, -3.11132], [0.40989, 1.44068, -1.54622], [0.20146, -0.28982, -2.82618], [-2.10893, -3.64250, 2.91523], [3.36652, -0.56384, 2.00748], [-1.04191, 4.61856, -1.16272], [-3.11420, 1.69682, -1.56618], [2.27838, 4.18747, -0.38570], [-1.89560, -2.47019, 1.12768], [-0.31838, -3.93713, 1.15452], [6.01570, -1.82539, 1.23890], [-4.08077, 2.46498, -0.65737], [1.36409, 1.42101, 4.14333], [-0.96161, -3.46901, 0.40980], [-2.57401, -0.35578, -0.18222], [3.95418, -1.11542, 1.27903], [-3.99236, 3.53561, -0.83488], [0.26367, 1.29098, 5.98077], [5.39241, -1.48177, 2.83889], [-3.21742, 0.22258, -1.26400], [-1.90857, 0.75281, 4.86280], [0.68212, -0.73706, -3.69698], [3.36326, -2.53195, 1.21497], [-4.09383, -0.58916, -1.99312], [2.32935, 1.58948, 4.60121], [-3.07078, 3.08299, -3.20613], [-4.30544, -1.96244, -1.69605], [4.50959, -0.50595, -2.41707], [0.05807, 2.35697, -3.65835], [-4.99352, -2.53317, -2.30445], [0.29868, 3.69382, 0.20895], [2.33472, 1.39895, 1.73024], [2.37891, 0.46531, -1.85784], [-2.76602, -3.18807, 2.17397], [1.24393, 1.36603, 2.77067], [-1.52470, -4.25674, -0.08920], [1.06710, 2.01869, -3.41811], [5.38721, -1.13753, 1.80500], [-1.74238, 0.40982, 0.65832], [-4.66677, -0.14296, -2.79547], [-3.64231, -2.53541, -0.65644], [4.73351, -0.82614, -1.08725], [-4.38697, 1.93797, -3.32434], [5.24519, -0.76948, -3.16486], [3.12017, 0.25224, -3.85561], [0.05019, 1.17976, 2.21829], [5.62812, -1.37041, -0.82002], [3.41938, -3.00994, 2.19354], [-2.73667, 1.42415, -3.70701], [2.69176, 0.25985, -0.49752], [3.91699, -3.14825, 0.50532], [-2.09213, 2.01437, -1.31736], [-1.04971, 0.92282, 2.90923], [3.31695, 0.09125, -2.80461], [-3.77861, -3.57987, -0.41657], [-0.32872, -2.97559, -0.33072], [-3.33972, 2.04076, -3.03695], [-1.01334, 0.95656, 4.29152], [-2.15696, 0.45185, 2.00972], [-2.73284, -1.76923, 0.11605], [3.42205, 1.84928, 1.86683], [2.31639, -2.51478, 0.89752], [0.02565, 1.22331, 0.23009], [1.50986, 1.63036, -4.33489], [-3.88782, 2.27302, 0.39940], [0.14066, -1.05768, -2.05066], [-1.26048, -1.74607, 1.63918], [1.02165, 0.91812, -2.36413], [0.20595, 1.24197, 4.90174], [-3.43593, -2.49319, 2.67703], [-5.11172, 2.17267, -0.86636], [-0.07498, 4.47960, 2.15336]],
  "e_homo_ha": [-0.5269, -0.5259],
  "gap_ev": [6.7, 4.6],
  "total_charge": 2,
  "spin_multiplicity": 2,
  "e_above_lowest_kj_mol": 6.33
}